1.
Molecular formula: C2H6N5
Method: DFT, the ωB97M-V functional and the def2-TZVPD basis

Each line ends with the Mulliken charge.
CARTESIAN COORDINATES (ANGSTROEM)
C: 0.065 -2.807 -0.764  -0.613
C: 0.032 2.655 0.734  -0.336
N: 0.013 -0.426 -0.798  1.285
N: 0.001 0.703 -1.073  -1.139
N: -0.121 0.589 1.911  -0.188
N: -0.145 -1.500 -0.407  -0.393
N: -0.022 1.482 1.285  0.498
H: 0.864 -3.335 -0.183  0.257
H: -0.899 -3.297 -0.520  0.279
H: 0.211 -3.078 -1.846  0.312
H: 0.995 3.329 0.871  0.349
H: -0.071 2.449 -0.286  0.342
H: -0.922 3.237 1.078  0.346

Atomic forces in eV per Å
C -0.215 -4.191 -1.218
C -0.258 7.627 -0.835
N -0.030 4.404 -2.407
N 0.425 -2.806 0.077
N 0.078 0.087 -0.462
N -0.352 0.072 2.289
N 0.323 -4.440 3.960
H -0.591 0.782 -0.319
H 0.677 -0.146 0.028
H 0.117 0.977 0.792
H -1.753 -1.850 0.271
H -0.142 0.345 -1.748
H 1.720 -0.862 -0.428

Its spin multiplicity is 1. Its total charge is +1. The HOMO-LUMO gap is 8.23 eV.

2.
Molecular formula: C17H56N10O11
Method: DFT, the ωB97M-V functional and the def2-TZVPD basis

Each line ends with the Mulliken charge.
CARTESIAN COORDINATES (ANGSTROEM)
N: -5.548 -12.806 17.679  1.403
C: -5.426 -11.743 18.405  -0.022
N: -5.970 -10.647 17.919  1.827
O: -4.725 -11.668 19.616  0.137
H: -4.959 -13.611 18.066  -0.232
H: -5.926 -12.910 16.708  -0.939
H: -5.778 -9.844 18.396  -0.726
H: -6.367 -10.585 16.989  -0.616
N: -10.547 -9.446 18.178  -0.223
C: -9.521 -9.850 18.815  0.373
N: -8.766 -10.615 18.039  -0.105
O: -9.331 -9.616 20.116  -0.746
H: -11.160 -8.944 18.738  0.239
H: -10.741 -9.491 17.186  0.153
H: -7.860 -10.952 18.419  -0.083
H: -8.794 -10.503 16.980  0.221
N: -4.765 -14.362 20.541  0.383
C: -4.250 -15.271 19.776  0.052
N: -3.701 -14.735 18.718  -0.224
O: -4.559 -16.692 19.917  -0.805
H: -5.221 -14.764 21.357  0.219
H: -4.835 -13.371 20.394  -0.275
H: -3.323 -15.423 18.055  0.229
H: -3.255 -13.843 18.790  0.290
N: -8.226 -10.364 15.411  -0.093
C: -9.356 -9.737 15.161  0.522
N: -10.496 -10.358 15.365  -0.389
O: -9.299 -8.485 14.589  -0.732
H: -7.277 -9.862 15.240  0.031
H: -8.206 -11.362 15.531  0.163
H: -11.354 -9.898 15.063  0.301
H: -10.589 -11.306 15.765  0.259
N: -7.941 -15.077 14.643  -0.430
C: -6.862 -14.406 15.063  0.369
N: -5.776 -15.060 15.360  -0.162
O: -6.851 -12.998 15.172  -0.669
H: -8.725 -14.486 14.379  0.262
H: -7.845 -16.047 14.267  0.222
H: -4.889 -14.472 15.479  0.214
H: -5.696 -16.066 15.401  0.220
C: -6.992 -7.559 16.841  -0.309
C: -6.163 -7.744 15.530  -0.624
O: -5.697 -9.079 15.505  -0.851
H: -7.739 -8.281 17.024  -0.178
H: -7.565 -6.640 16.946  0.496
H: -6.340 -7.394 17.730  0.108
H: -5.292 -7.112 15.470  0.615
H: -6.720 -7.562 14.574  0.230
H: -4.740 -9.035 15.541  0.266
C: -2.849 -11.417 14.395  -1.668
C: -3.785 -12.117 15.373  0.906
O: -3.639 -13.484 15.133  -0.649
H: -2.803 -10.406 14.614  0.329
H: -3.130 -11.527 13.341  0.389
H: -1.780 -11.674 14.419  0.420
H: -4.815 -11.816 15.234  0.059
H: -3.387 -11.895 16.377  -0.106
H: -2.772 -13.649 15.534  0.404
C: -0.748 -9.905 16.716  -1.344
C: -1.880 -9.358 17.582  0.668
O: -1.980 -10.020 18.823  -0.595
H: -0.674 -9.356 15.785  0.365
H: -0.980 -10.874 16.466  0.232
H: 0.182 -9.878 17.226  0.415
H: -2.806 -9.497 17.104  -0.454
H: -1.934 -8.304 17.709  0.500
H: -2.807 -9.803 19.273  0.048
C: -9.262 -15.841 19.134  -1.722
C: -7.810 -15.686 19.414  0.740
O: -7.034 -16.790 19.016  -0.615
H: -9.901 -15.094 19.587  0.381
H: -9.668 -16.774 19.429  0.408
H: -9.491 -15.835 18.167  0.487
H: -7.665 -15.690 20.516  0.154
H: -7.406 -14.767 18.974  -0.211
H: -6.084 -16.690 19.182  0.387
C: -4.684 -11.965 22.990  -0.698
C: -3.361 -11.803 22.339  -0.106
O: -3.104 -10.555 21.686  -0.579
H: -5.434 -11.823 22.214  -0.036
H: -4.820 -11.247 23.857  0.242
H: -4.778 -13.003 23.344  0.376
H: -3.285 -12.668 21.629  -0.016
H: -2.578 -12.015 22.996  0.645
H: -3.639 -10.641 20.909  0.036
C: -6.417 -9.293 21.364  -0.856
C: -6.021 -8.227 20.421  -0.292
O: -4.883 -8.594 19.619  -0.693
H: -7.272 -8.929 21.926  0.486
H: -5.625 -9.569 22.009  0.346
H: -6.715 -10.202 20.810  -0.086
H: -5.866 -7.242 20.962  0.502
H: -6.879 -8.196 19.831  0.072
H: -4.054 -8.072 19.885  0.353

Atomic forces in eV per Å
N 1.506 -4.282 0.328
C 2.870 1.706 4.465
N -0.626 -1.123 -1.351
O -2.825 -1.202 -4.922
H -1.596 1.215 -1.137
H -0.194 0.675 0.843
H 0.630 2.797 1.357
H 0.399 -0.069 0.373
N -3.898 2.130 -1.783
C 2.937 -0.789 6.313
N 2.648 -1.740 -0.906
O -0.546 -0.872 -5.177
H -1.376 1.189 0.812
H 0.417 -0.192 0.506
H -1.352 0.605 -0.394
H 0.330 -0.118 2.957
N -1.388 -1.466 3.583
C -3.251 -6.681 1.204
N 2.384 -1.604 -3.505
O 2.352 7.283 -0.798
H 0.025 0.417 -0.219
H 0.329 0.981 -0.620
H -0.032 0.693 0.478
H 0.406 0.414 0.190
N 3.072 0.278 -0.515
C 1.399 7.256 -5.018
N -2.636 -1.494 0.523
O -0.782 -5.641 3.123
H -2.255 -1.215 0.111
H 0.348 -0.562 -0.366
H 0.598 -0.189 0.025
H 0.294 0.997 -0.447
N -0.543 -0.440 -0.580
C -0.277 5.578 0.065
N 2.387 0.248 0.673
O -0.493 -5.890 -0.316
H 0.299 -0.601 -0.018
H -0.314 1.563 0.615
H -1.261 -0.967 -0.297
H -0.338 0.151 -0.045
C 1.461 2.138 0.174
C -1.581 0.810 0.066
O 0.545 -0.731 -0.243
H -0.423 -1.297 0.042
H -0.086 0.398 -0.967
H -0.029 -0.947 -0.621
H 0.153 0.609 0.355
H -0.015 -0.144 1.095
H 0.064 -0.437 0.004
C 0.151 -0.786 -1.040
C 1.891 1.572 -0.454
O 0.511 -1.414 0.665
H -0.236 2.345 0.325
H -0.295 -0.073 0.269
H -0.351 -0.669 0.453
H -0.097 -0.037 0.052
H -0.705 0.169 -0.025
H -0.211 -0.619 -0.433
C -0.785 2.225 0.814
C -0.141 -0.431 0.259
O 0.767 -0.344 0.308
H 0.055 0.324 -0.131
H -0.394 -2.463 -0.472
H 0.885 0.084 0.475
H -1.505 -0.674 -1.349
H 1.005 1.315 0.258
H 0.083 -0.135 -0.289
C 0.063 0.008 2.644
C 1.372 -0.219 1.692
O -1.247 -0.807 -1.675
H 0.229 0.449 0.366
H -0.004 -1.144 0.867
H -0.580 0.363 -4.489
H -0.274 0.845 -0.239
H -0.158 0.201 0.130
H 0.250 0.162 0.607
C -0.697 0.668 1.059
C 0.322 -0.935 -1.746
O 0.060 -0.732 1.204
H -0.400 0.197 0.266
H -0.097 -0.836 -1.055
H 0.035 0.319 0.139
H 0.133 0.881 0.041
H 1.389 0.171 1.356
H -0.761 0.221 -1.071
C -0.340 -0.980 0.123
C 1.183 0.966 1.434
O 1.961 1.446 0.305
H -0.174 -0.186 0.112
H 0.784 -0.165 0.862
H -0.012 0.462 0.288
H -0.057 -1.007 -0.808
H -1.200 0.910 -1.774
H -2.144 -1.084 -0.357

Its SMILES is NC(N)=O.NC(N)=O.NC(N)=O.NC(N)=O.NC(N)=O.CCO.CCO.CCO.CCO.CCO.CCO. Its spin multiplicity is 1. Its total charge is 0. The HOMO-LUMO gap is 8.92 eV.

3.
Molecular formula: C49H40N3O8RhSe
Method: DFT, the ωB97M-V functional and the def2-TZVPD basis

Each line ends with the Mulliken charge.
CARTESIAN COORDINATES (ANGSTROEM)
Rh: -0.102 1.132 -1.390  0.535
C: -3.970 2.282 0.061  -1.177
C: -2.576 2.118 -0.041  -0.070
N: -2.047 1.447 -1.033  2.083
C: -2.811 0.964 -2.057  -0.475
C: -4.207 1.075 -2.015  1.337
C: -4.772 1.741 -0.902  -1.487
C: -4.976 0.574 -3.093  -1.129
C: -4.331 0.036 -4.170  -0.979
C: -2.928 -0.044 -4.243  -0.775
C: -2.129 0.406 -3.201  0.728
N: -0.765 0.452 -3.120  0.913
C: 0.196 -0.130 -3.876  0.898
C: 0.082 -0.969 -4.986  -0.766
C: 1.219 -1.410 -5.683  -1.096
C: 2.492 -1.034 -5.346  -1.002
C: 2.671 -0.214 -4.205  1.243
C: 3.926 0.277 -3.776  -0.798
C: 4.017 1.092 -2.682  -1.460
C: 2.856 1.365 -1.938  -0.593
N: 1.700 0.866 -2.290  0.797
C: 1.551 0.159 -3.444  -0.022
H: -4.369 2.841 0.895  0.574
H: -1.887 2.545 0.669  -0.052
H: -5.851 1.845 -0.851  0.364
H: -6.056 0.649 -3.056  0.398
H: -4.908 -0.330 -5.012  0.353
H: -2.489 -0.404 -5.157  0.427
H: -0.883 -1.309 -5.318  0.171
H: 1.066 -2.057 -6.541  0.320
H: 3.351 -1.345 -5.925  0.370
H: 4.811 0.014 -4.346  0.388
H: 4.962 1.508 -2.358  0.450
H: 2.846 1.977 -1.045  1.172
C: 2.110 -1.299 4.188  -1.730
C: 0.743 -1.512 3.549  1.197
C: -0.159 -2.399 4.389  -1.898
O: 0.879 -2.112 2.285  -0.221
C: 0.810 -1.106 1.265  -0.703
C: 0.036 0.029 1.922  -0.850
O: 0.095 -0.272 3.329  -0.245
C: 0.540 1.496 1.699  2.785
O: 0.610 1.866 0.387  -0.944
C: -0.455 2.465 2.387  -1.451
C: -0.317 3.814 2.059  0.275
C: -1.212 4.759 2.526  -0.455
C: -2.277 4.375 3.332  -0.603
C: -2.438 3.037 3.651  -1.043
C: -1.534 2.088 3.181  0.305
C: 1.914 1.639 2.376  0.319
C: 3.075 1.404 1.648  -0.579
C: 4.329 1.488 2.238  -0.767
C: 4.446 1.837 3.577  -0.609
C: 3.297 2.102 4.310  -0.802
C: 2.048 2.003 3.714  -0.078
C: 0.125 -1.762 0.026  1.707
O: -0.244 -0.866 -0.928  -0.261
C: -1.123 -2.534 0.507  -0.231
C: -2.366 -1.920 0.398  0.248
C: -3.521 -2.555 0.836  -0.959
C: -3.453 -3.830 1.378  -0.645
C: -2.218 -4.462 1.474  -0.853
C: -1.068 -3.819 1.043  -0.035
C: 1.110 -2.761 -0.633  -0.118
C: 2.261 -3.269 -0.041  -0.043
C: 3.112 -4.116 -0.746  -0.839
C: 2.824 -4.470 -2.054  -0.776
C: 1.673 -3.968 -2.654  -0.412
C: 0.831 -3.126 -1.951  -0.631
H: 2.580 -2.267 4.376  0.428
H: 2.008 -0.761 5.131  0.363
H: 2.749 -0.714 3.528  0.308
H: 0.300 -3.379 4.529  0.352
H: -1.112 -2.524 3.875  0.405
H: -0.327 -1.942 5.365  0.340
H: 1.821 -0.788 0.995  0.957
H: -1.008 -0.019 1.594  0.431
H: 0.456 4.098 1.357  0.183
H: -1.111 5.788 2.207  0.379
H: -2.994 5.111 3.679  0.359
H: -3.278 2.718 4.260  0.395
H: -1.682 1.050 3.447  0.424
H: 2.979 1.155 0.600  0.001
H: 5.215 1.288 1.647  0.418
H: 5.423 1.915 4.039  0.356
H: 3.372 2.387 5.353  0.403
H: 1.157 2.204 4.295  0.453
H: -2.415 -0.937 -0.056  -0.361
H: -4.475 -2.049 0.738  0.480
H: -4.353 -4.333 1.712  0.369
H: -2.150 -5.462 1.887  0.397
H: -0.112 -4.318 1.130  0.406
H: 2.504 -3.006 0.980  0.396
H: 4.011 -4.488 -0.268  0.432
H: 3.493 -5.119 -2.607  0.371
H: 1.443 -4.215 -3.684  0.403
H: -0.045 -2.698 -2.419  0.343
O: -1.320 4.508 -0.601  -0.537
Se: -0.970 4.249 -2.172  0.846
O: -0.187 5.483 -2.874  -0.852
O: 0.151 2.959 -2.251  -0.658
O: -2.291 3.746 -2.983  -0.686

Atomic forces in eV per Å
Rh 0.124 0.791 -0.302
C -0.130 -0.084 -0.104
C -0.009 -0.045 -0.152
N -0.026 -0.262 0.070
C -0.078 0.016 -0.132
C 0.032 0.000 -0.010
C 0.080 0.062 0.112
C 0.054 -0.062 -0.035
C -0.084 0.017 0.028
C 0.131 0.060 0.129
C -0.186 -0.074 -0.017
N 0.197 -0.189 -0.126
C -0.155 -0.065 0.119
C -0.018 0.066 0.080
C 0.064 0.012 -0.029
C -0.069 -0.007 -0.025
C 0.030 0.002 0.046
C 0.030 0.046 0.048
C -0.008 -0.073 -0.020
C -0.059 -0.125 -0.042
N -0.102 -0.248 0.071
C 0.006 0.091 -0.044
H 0.000 -0.001 0.012
H -0.180 -0.061 -0.137
H -0.006 0.019 -0.001
H -0.009 0.010 -0.013
H -0.007 0.006 -0.007
H 0.019 -0.016 -0.035
H -0.032 0.006 -0.024
H 0.010 -0.007 0.004
H 0.005 -0.015 0.000
H 0.002 0.009 -0.002
H 0.016 -0.004 -0.029
H -0.016 0.060 -0.135
C -0.032 -0.004 0.016
C -0.095 0.044 -0.095
C -0.016 0.027 0.033
O 0.269 0.089 0.070
C -0.084 -0.266 -0.123
C -0.066 0.231 0.052
O 0.006 -0.166 0.028
C -0.485 -0.167 0.115
O 0.826 -0.170 -0.129
C -0.002 0.080 0.147
C 0.105 -0.054 0.036
C -0.073 0.020 0.021
C 0.013 0.024 -0.050
C 0.017 -0.049 0.012
C 0.064 -0.006 0.178
C 0.053 0.110 0.035
C -0.057 -0.055 -0.056
C -0.009 -0.006 0.031
C 0.009 0.018 -0.005
C 0.018 0.005 -0.016
C -0.006 -0.033 0.052
C 0.363 0.089 0.114
O -0.316 0.224 -0.048
C -0.071 -0.032 0.040
C -0.016 0.091 -0.056
C 0.014 -0.005 0.007
C 0.015 -0.018 -0.004
C -0.042 -0.003 -0.003
C 0.028 -0.001 0.027
C -0.012 0.045 -0.009
C -0.012 0.023 0.031
C 0.021 -0.008 -0.011
C -0.003 0.000 -0.001
C 0.008 -0.016 -0.033
C -0.015 0.018 0.028
H -0.009 -0.010 -0.004
H -0.005 0.005 0.002
H 0.008 0.006 -0.022
H 0.010 -0.007 -0.008
H -0.004 0.004 -0.007
H 0.001 0.008 0.002
H 0.019 0.038 -0.131
H 0.011 0.089 0.032
H -0.006 0.010 -0.003
H 0.015 0.002 -0.013
H -0.005 0.006 0.005
H -0.002 -0.003 -0.002
H -0.014 0.011 -0.006
H -0.019 -0.052 0.150
H 0.007 0.002 -0.001
H 0.003 -0.006 0.012
H 0.002 0.005 0.008
H -0.005 0.008 0.004
H 0.013 -0.062 0.002
H -0.003 -0.007 0.008
H -0.002 -0.002 0.006
H -0.008 -0.006 0.001
H 0.008 0.007 -0.014
H 0.002 -0.008 -0.001
H 0.001 -0.005 0.001
H 0.004 -0.002 -0.001
H 0.003 0.000 -0.006
H -0.016 -0.002 -0.023
O -0.005 0.180 0.070
Se 0.075 -0.271 -0.143
O -0.050 0.106 -0.010
O 0.039 -0.118 0.405
O -0.110 0.061 -0.040

Its spin multiplicity is 1. Its total charge is -2. The HOMO-LUMO gap is 6.22 eV.

4.
Molecular formula: C7H9N
Method: DFT, the ωB97M-V functional and the def2-TZVPD basis

Each line ends with the Mulliken charge.
CARTESIAN COORDINATES (ANGSTROEM)
C: 1.294 -1.240 1.314  -0.257
C: 1.467 0.067 1.254  -0.847
C: 0.837 0.347 -0.154  0.134
C: -0.245 1.215 0.029  -0.676
C: -1.226 1.035 -1.284  -0.459
N: -1.160 -0.491 -1.418  -0.517
C: 0.006 -0.908 -0.540  0.010
C: 0.327 -1.833 0.418  -0.418
H: 1.530 -1.734 2.434  0.212
H: 2.120 0.758 1.864  0.347
H: 1.298 0.743 -0.898  0.757
H: -0.564 1.039 1.080  0.377
H: -0.008 2.444 -0.017  0.214
H: -2.422 1.119 -1.067  0.270
H: -1.134 1.472 -2.373  0.231
H: -2.013 -1.100 -0.947  0.344
H: -0.106 -2.932 0.306  0.277

Atomic forces in eV per Å
C 0.059 -2.739 6.340
C 1.420 0.999 -3.258
C -1.609 -3.207 4.172
C -3.700 7.609 -0.777
C -3.600 -2.500 1.100
N 0.464 -3.464 2.782
C -0.177 1.813 0.604
C -1.675 -2.396 -3.089
H -0.395 0.683 -3.339
H -0.996 -1.042 -0.906
H 4.328 1.789 -4.702
H -1.431 0.194 -1.009
H -0.100 -3.080 0.428
H 2.941 0.682 -0.201
H 0.799 -0.365 2.575
H 2.552 2.594 -1.785
H 1.120 2.432 1.067

Its SMILES is C1=C[C@@H]2CCNC2=C1. Its spin multiplicity is 1. Its total charge is 0. The HOMO-LUMO gap is 9.03 eV.

5.
Molecular formula: C4H5MgO6
Method: DFT, the ωB97M-V functional and the def2-TZVPD basis

Each line ends with the Mulliken charge.
CARTESIAN COORDINATES (ANGSTROEM)
C: -0.927 -0.322 0.540  -0.446
C: 0.011 -0.844 -0.526  -0.351
O: 0.612 0.306 -1.163  -0.184
O: -0.344 0.696 1.328  -0.488
H: -1.173 -1.158 1.208  0.348
H: -1.845 0.051 0.058  0.252
H: -0.542 -1.418 -1.279  0.341
H: 0.813 -1.440 -0.073  0.347
H: 0.206 1.274 0.688  0.309
C: 1.412 0.106 -2.201  1.177
O: 1.563 -1.038 -2.708  -0.761
O: 1.825 1.130 -2.822  -0.760
Mg: 2.511 -0.017 -4.310  1.178
O: -1.988 -0.078 3.605  -0.391
O: -0.793 1.855 4.015  -0.376
C: -1.342 0.895 3.639  0.807

Atomic forces in eV per Å
C -0.386 0.119 -0.135
C 0.158 -0.675 0.315
O 1.133 0.213 -0.785
O 1.564 1.093 -1.700
H -0.109 0.239 -0.205
H 0.117 -0.125 0.186
H 0.235 0.011 0.221
H -0.174 0.081 -0.246
H -1.379 -1.133 1.743
C -2.434 0.221 0.369
O 1.110 -0.701 -1.024
O 1.161 0.669 -0.842
Mg -1.019 -0.068 2.037
O 0.511 0.328 -1.176
O -0.071 -0.552 -1.328
C -0.418 0.281 2.572

Its spin multiplicity is 1. Its total charge is +1. The HOMO-LUMO gap is 5.72 eV.

6.
Molecular formula: C3H5NO2
Method: DFT, the ωB97M-V functional and the def2-TZVPD basis

Each line ends with the Mulliken charge.
CARTESIAN COORDINATES (ANGSTROEM)
C: -0.717 -0.073 0.537  -0.071
C: -0.324 1.397 -0.012  -0.373
C: 0.724 -0.327 0.134  0.511
H: -1.335 -1.035 -1.224  0.265
H: -2.655 -0.456 -0.220  0.242
H: -1.034 0.005 1.565  0.348
H: -0.807 1.567 -0.920  0.254
H: -0.074 2.252 0.561  0.277
N: -1.722 -0.848 -0.216  -0.577
O: 0.977 0.938 -0.265  -0.316
O: 1.506 -1.236 -0.011  -0.559

Atomic forces in eV per Å
C -1.783 1.755 -0.950
C -0.018 -1.352 0.867
C 2.229 -1.554 -0.719
H -1.414 0.556 2.508
H 0.259 0.153 -0.094
H 0.470 -0.505 0.509
H -1.053 0.758 -1.399
H -1.376 1.031 1.121
N 2.458 -0.425 -1.895
O 1.791 -1.240 -0.600
O -1.562 0.824 0.652

Its spin multiplicity is 1. Its total charge is 0. The HOMO-LUMO gap is 10.71 eV.

Sequential E_HOMO output: -13.667, -9.025, -2.005, -7.992, -13.434, -9.967 eV
Sequential energy above the lowest of the compared OMol25 structures with the same formula, charge and spin output: 521.26, 664.24, 0.19, 561.39, 0.00, 192.76 kJ/mol